[1]
{
  "formula": "C6H8",
  "method": "ωB97M-V/def2-TZVPD",
  "symbols": ["H", "H", "C", "C", "C", "C", "C", "C", "H", "H", "H", "H", "H", "H"],
  "xyz": [[1.8867, 0.3867, 0.3022], [1.5672, 1.0676, 0.4524], [0.2764, -0.9644, -1.0209], [0.1659, -1.3888, 0.3038], [-0.1773, 0.3032, -1.3876], [-0.3983, -0.5456, 1.2618], [-0.7415, 1.1464, -0.4296], [-0.8521, 0.7220, 0.8951], [0.7204, -1.6279, -1.7747], [0.5229, -2.3862, 0.5924], [-0.0903, 0.6371, -2.4299], [-0.4853, -0.8795, 2.3042], [-1.0986, 2.1438, -0.7181], [-1.2961, 1.3855, 1.6489]],
  "forces_ev_per_a": [[-0.0341, 0.9363, 0.2491], [0.7104, -0.6516, -0.1015], [-0.0528, -0.0927, -0.1739], [-0.0658, -0.1723, 0.0724], [-0.1312, -0.0203, -0.1841], [-0.1629, -0.1034, 0.1193], [-0.1340, 0.0878, -0.1156], [-0.1594, 0.0036, 0.1279], [-0.2103, 0.3222, 0.3639], [-0.1688, 0.4824, -0.1377], [-0.0349, -0.1595, 0.5090], [0.0497, 0.1657, -0.5055], [0.1757, -0.4792, 0.1391], [0.2183, -0.3190, -0.3622]],
  "smiles": "c1ccccc1.[H][H]",
  "homo_lumo_gap_ev": 10.750,
  "homo_ev": -9.5
}

---

[2]
{
  "formula": "C4H8O2",
  "method": "ωB97M-V/def2-TZVPD",
  "symbols": ["O", "C", "C", "C", "O", "C", "H", "H", "H", "H", "H", "H", "H", "H"],
  "xyz": [[2.0572, 1.0042, 0.6236], [1.4192, -0.1077, 0.0029], [-0.0907, 0.0335, 0.2399], [-1.0820, 0.5941, -0.8046], [-1.9772, -0.5182, -0.5908], [-1.1966, -1.0208, 0.4868], [3.0031, 0.9635, 0.4271], [1.7758, -1.0531, 0.4398], [1.6991, -0.1306, -1.0679], [-0.3456, 0.4033, 1.2266], [-1.5455, 1.5509, -0.5244], [-0.7860, 0.6547, -1.8653], [-1.6421, -0.7264, 1.5036], [-1.0361, -2.0995, 0.5122]],
  "forces_ev_per_a": [[0.1784, 0.0201, -0.0003], [-0.4745, -0.4255, -0.0611], [-0.1792, 0.0324, 0.5521], [-0.0208, 0.1073, 0.0346], [-0.3436, -0.1321, -0.1269], [-0.4008, -0.4091, 0.8490], [-0.2720, 0.0129, 0.0497], [-0.0844, 0.1375, 0.0298], [-0.4653, -0.0356, 0.2772], [1.7414, 1.9480, -0.1678], [0.0578, -0.1857, -0.0639], [0.2005, -0.1368, 0.4311], [0.0236, -0.8768, -1.3228], [0.0389, -0.0567, -0.4806]],
  "smiles": "OCC1COC1",
  "homo_lumo_gap_ev": 10.467,
  "homo_ev": -9.6
}

---

[3]
{
  "formula": "C8H17N3",
  "method": "ωB97M-V/def2-TZVPD",
  "symbols": ["C", "C", "C", "C", "C", "C", "C", "C", "H", "H", "H", "H", "H", "H", "H", "H", "H", "H", "H", "H", "H", "H", "H", "H", "H", "N", "N", "N"],
  "xyz": [[3.6576, 0.0328, 0.6599], [2.4575, -0.6578, -0.2370], [0.8287, 1.1344, -0.2168], [-1.3059, 2.1340, 0.4761], [-2.0908, 1.1344, -0.4861], [-2.2066, -0.1567, 0.2050], [-0.7216, -1.7452, -1.1219], [-1.1808, -1.9506, 1.1640], [2.9588, 0.2969, 1.6771], [3.9438, 1.1770, -0.0552], [4.6046, -0.7333, 0.7726], [2.7307, -1.5237, -0.8877], [1.6507, -1.1496, 0.4475], [-1.4179, 2.0333, 1.5768], [-1.4687, 3.0330, 0.0640], [-3.0254, 1.4500, -0.8623], [-1.4470, 1.0071, -1.4466], [-2.7939, -0.4044, 1.0791], [-2.6181, -1.0592, -0.4518], [-1.4089, -2.6626, -1.0507], [0.3073, -2.2445, -0.9517], [-0.8443, -0.9129, -2.1359], [-2.0741, -1.8636, 2.1519], [-1.4946, -3.1872, 0.4949], [-0.1820, -2.4629, 1.3946], [1.4802, 0.2565, -0.9984], [0.2104, 2.0489, 0.2166], [-0.8406, -0.9260, 0.1424]],
  "forces_ev_per_a": [[-1.8810, 1.3006, -1.4457], [-2.1947, -0.6839, 1.3604], [3.6274, -4.8925, -4.5435], [1.9831, -3.3770, -0.6160], [2.5531, 0.1416, 0.3302], [0.3855, -5.3222, -4.2286], [1.1129, 1.6670, -0.8887], [0.8010, -5.3040, 0.5046], [2.9191, -0.4411, -2.5556], [-0.6181, -3.7440, 2.6612], [-2.5456, 2.2906, -0.0018], [0.3013, 1.2334, 0.0768], [1.9316, 0.4310, -0.3580], [-0.4653, 0.1159, -0.9483], [-1.0487, 3.7164, -0.4410], [-1.1460, 0.9798, 0.0920], [-0.9175, 0.1665, 1.6761], [0.4877, 1.3484, 0.6533], [-1.0844, 2.5401, 0.4726], [0.2259, 1.7179, -0.8108], [-1.2706, 1.1068, -1.2331], [0.6859, -3.1113, 3.0416], [3.3359, 0.1347, -3.2721], [-0.2454, 3.4119, 1.9821], [-1.3574, 1.0685, 1.0390], [-0.2321, 3.7168, 3.7849], [-2.0641, 0.9543, 1.0861], [-3.2797, -1.1661, 2.5823]],
  "homo_lumo_gap_ev": 9.266,
  "homo_ev": -8.5
}

---

[4]
{
  "formula": "H28O14",
  "method": "ωB97M-V/def2-TZVPD",
  "symbols": ["H", "H", "H", "H", "H", "H", "H", "H", "H", "H", "H", "H", "H", "H", "H", "H", "H", "H", "H", "H", "H", "H", "H", "H", "H", "H", "H", "H", "O", "O", "O", "O", "O", "O", "O", "O", "O", "O", "O", "O", "O", "O"],
  "xyz": [[-0.6292, 1.1622, -0.6443], [0.1963, 0.0956, 0.0566], [3.5612, -2.0818, -0.8534], [3.1585, -3.5141, -0.5429], [-1.6064, 1.0295, 3.1965], [-0.5375, 0.8924, 2.1247], [-2.7452, -3.8783, -0.5532], [-2.1976, -3.0846, 0.6217], [-3.5923, -0.4251, -1.3784], [-2.7481, 0.7553, -1.8301], [0.3745, -4.3374, -1.5441], [-0.8973, -3.5858, -1.9013], [-4.2074, 4.8292, -1.6193], [-4.8301, 3.5046, -2.0288], [-0.1882, -0.1732, -3.0230], [-0.9487, -0.5082, -1.7504], [2.0697, 3.2679, -1.0978], [3.4309, 3.6081, -1.6820], [4.1275, -1.0169, 0.4350], [4.5828, 0.4320, 0.3767], [-3.3072, -1.7725, 1.5550], [-4.1502, -2.6874, 2.4281], [1.8691, -1.0143, 1.9560], [1.4759, -1.8431, 3.1679], [2.9722, 0.4854, -0.7752], [4.3238, 0.4492, -1.4694], [-0.4846, 4.8208, 3.1939], [0.3856, 3.5825, 3.0546], [0.0588, 1.0490, 0.0212], [3.9294, -2.9400, -0.6148], [-0.6855, 0.7747, 3.0698], [-2.9792, -3.1771, 0.0654], [-3.4458, 0.1613, -2.1292], [-0.5651, -4.2908, -1.3343], [-4.0307, 3.8820, -1.6449], [-0.4788, 0.2106, -2.1880], [2.4951, 3.5675, -1.9091], [4.7891, -0.4133, 0.7913], [-3.5545, -1.9310, 2.4730], [1.1016, -1.3800, 2.4100], [3.5049, 0.9557, -1.4264], [0.4026, 4.5397, 2.9432]],
  "forces_ev_per_a": [[0.4825, 0.2883, 0.0462], [0.0271, 0.1604, 0.0040], [-0.0154, -0.2414, -0.4152], [0.0881, -0.0381, 0.0833], [0.0492, -0.0677, 0.0562], [0.1287, 0.0146, -0.1923], [-0.0233, -0.0330, 0.1038], [0.0993, -0.2638, 0.0437], [-0.2024, -0.0268, -0.0225], [-0.1258, 0.1856, -0.2332], [-0.1042, -0.1514, 0.0262], [0.0065, -0.0618, -0.0445], [0.0987, -0.0742, 0.0222], [0.1026, -0.0688, 0.0258], [-0.1078, 0.2591, -0.1400], [-0.1531, -0.1275, -0.2754], [-0.0165, -0.0251, -0.0988], [-0.1456, -0.0966, -0.0647], [0.3634, -0.2258, 0.3922], [0.1438, 0.1893, 0.3368], [-0.3029, -0.0022, 0.1985], [0.0781, 0.0856, -0.0807], [0.0467, 0.0392, 0.2369], [-0.1131, 0.0814, 0.0021], [-0.3176, 0.2511, -0.1497], [0.0790, -0.0030, -0.2969], [0.1172, 0.0004, -0.0390], [0.0102, -0.0575, -0.0010], [-0.0155, 0.1348, 1.3635], [-0.2500, 0.1517, 0.0474], [-0.2721, 0.3351, 0.1319], [0.1137, 0.1183, -0.2932], [0.1142, -0.1922, 0.2357], [0.0855, 0.2382, -0.0835], [-0.1614, 0.0780, -0.0374], [-0.0358, -0.7933, -0.7841], [-0.0086, 0.3065, 0.0902], [-0.2032, 0.0765, -0.0742], [0.0419, 0.1264, 0.1023], [0.2659, -0.2049, -0.4064], [0.1746, -0.3261, 0.1382], [-0.1423, -0.0395, 0.0457]],
  "homo_lumo_gap_ev": 9.913,
  "homo_ev": -10.8
}

---

For reference, ΔE to the lowest compared entry with this formula, charge and spin by record: 0.161 3.135 8.393 3.510 eV.
For reference, strongest force on any atom by record: 0.969 2.618 7.599 1.370 eV/A.
For reference, energy by record: -233.38108 -307.59721 -478.92780 -1070.07197 a.u..